Below is C20H28ClF5N2O3ScTe as an isolated structure, with properties calculated with ωB97M-V/def2-TZVPD.

Calculated values
Electronic energy: -84426.2401 eV
ΔE to the lowest compared entry with this formula, charge and spin: 0.0 kJ/mol
Total charge: -1
HOMO: -2.5 eV
Lowest unoccupied orbital energy: 0.065 hartree

Last column: Löwdin charge in e.
Positions of all 61 atoms, in Å:
Te1 2.88463 -2.04673 2.92403  1.919
Sc1 0.33085 -0.37288 -0.01104  0.594
Cl1 1.52297 -2.27635 -0.62809  0.185
F1 1.66497 -2.38162 4.40676  -0.565
F2 2.57075 -3.89539 2.27490  -0.605
F3 4.31763 -1.87028 1.58804  -0.563
F4 3.16818 -0.24991 3.61449  -0.553
F5 4.25810 -2.66630 4.10783  -0.502
O1 -2.78177 -3.04020 0.83911  0.045
O2 1.37046 -0.88933 1.49998  -0.809
O3 2.98175 2.40586 -2.00715  0.039
N1 -1.56294 -1.18839 0.73221  0.080
N2 1.59687 1.30738 -0.66798  0.092
C1 -4.21680 -0.34440 -1.99623  -0.034
C2 1.37686 0.92106 -3.10602  -0.013
C3 -2.78510 -0.05852 -2.33643  -0.214
C4 -0.46163 -0.64736 -2.37608  -0.119
C5 3.55551 0.91336 0.78967  -0.065
C6 -1.84235 -1.31132 2.18262  -0.527
C7 -1.78610 -0.98766 -2.05985  -0.188
C8 2.56919 1.91988 0.27702  -0.539
C9 -1.10412 1.52582 -3.14503  -0.215
C10 -2.83240 -0.22803 2.55021  -0.026
C11 -2.43914 1.17056 -2.91332  0.020
C12 -2.43755 -2.72507 2.23372  -0.026
C13 3.27997 2.89989 -0.65419  -0.050
C14 -0.63226 -1.18699 3.07616  -0.084
C15 -0.09271 0.60586 -2.87780  -0.186
C16 -2.09162 -2.32308 -1.40046  -0.022
C17 1.84000 2.57852 1.44601  -0.020
C18 -0.77579 2.89929 -3.64826  -0.038
C19 1.99049 1.53872 -1.87281  -0.338
C20 -2.13670 -2.15037 0.10005  -0.348
H1 -0.26003 3.48792 -2.87671  0.094
H2 2.54989 3.17839 2.02878  0.095
H3 -3.23140 1.89133 -3.14724  0.119
H4 -4.37815 -0.32920 -0.90787  0.087
H5 -0.13282 2.89771 -4.53803  0.084
H6 4.31838 1.36935 1.45262  0.113
H7 1.92252 -0.01571 -3.31346  0.148
H8 -2.29644 0.69944 2.79029  0.091
H9 -0.89465 -1.09274 4.14730  0.108
H10 -3.41032 -0.55618 3.42127  0.089
H11 -4.86901 0.42761 -2.42000  0.078
H12 -4.56788 -1.31847 -2.36272  0.085
H13 -0.04240 -2.09858 2.95920  0.054
H14 -1.69412 3.43922 -3.90313  0.077
H15 1.52132 1.60140 -3.94828  0.120
H16 -1.28558 -3.03922 -1.62647  0.132
H17 -3.49495 -0.04856 1.69512  0.076
H18 -1.68672 -3.48480 2.53269  0.151
H19 1.38175 1.84528 2.13034  0.083
H20 0.33293 -1.43594 -2.27139  0.020
H21 4.03874 0.35442 -0.03248  0.108
H22 4.37577 2.91828 -0.54824  0.138
H23 -3.34736 -2.81544 2.84649  0.133
H24 1.06676 3.24491 1.05241  0.076
H25 2.97435 0.18810 1.38023  0.001
H26 2.84170 3.90863 -0.56013  0.129
H27 0.00699 -0.31971 2.81822  0.065
H28 -3.03943 -2.74347 -1.74094  0.122